# 1
Formula: C63H70BiCl2N5O4STe
Source: the Open Molecules 2025 dataset
Level of theory: the ωB97M-V functional and the def2-TZVPD basis

- spin multiplicity = 1
- energy relative to the best compared isomer or geometry (same formula, charge and spin) (eV) = 1.720
- DFT total energy (eV) = -131120.0372
- highest occupied orbital energy (alpha / beta) (eV) = -7.0 / -7.0
- maximum force (Eh/bohr) = 0.0601
- frontier orbital gap (alpha / beta) (eV) = 4.47 / 4.47

The geometry in XYZ format:
```
147
Properties=species:S:1:pos:R:3:forces:R:3:lowdin_charge:R:1
Bi 0.368591 0.871618 0.400076 -0.981 0.778 0.599 1.88
C -6.059588 -1.164413 -2.471363 0.013 -0.017 -0.120 -0.04
C -5.010100 -1.127129 -3.593637 -0.156 -0.080 0.029 -0.55
C -5.640884 -0.465882 -4.821542 0.113 -0.038 0.119 -0.06
C -4.607924 -2.560401 -3.972906 -0.012 0.116 0.016 -0.04
C -3.795673 -0.366031 -3.073142 0.004 -0.140 0.115 -0.15
C -3.125113 -0.841998 -1.977176 -0.063 0.026 -0.251 0.04
C -2.035853 -0.142202 -1.427064 -0.565 0.547 -0.387 -0.18
N -1.177789 -0.635104 -0.511869 0.444 -2.118 0.253 0.03
C -1.168198 -1.902313 -0.033140 -0.366 1.741 -0.537 -0.18
C -2.329477 -2.613808 0.296714 -0.631 -0.980 0.201 0.01
C -2.289063 -3.946945 0.616202 -0.664 1.195 -0.291 -0.12
C -1.026285 -4.596520 0.602411 1.002 0.070 -0.056 0.06
C 0.161570 -3.959109 0.383601 -0.165 -1.034 0.278 -0.07
C 0.146297 -2.539987 0.085884 0.744 0.918 0.027 -0.30
O 1.162652 -1.862574 -0.139290 -0.343 -0.345 -0.079 -0.14
C 1.485730 -4.716301 0.411615 0.208 0.020 -0.168 -0.53
C 2.469579 -4.098268 1.416098 -0.084 0.092 -0.059 -0.03
C 1.310976 -6.195844 0.768813 -0.064 0.194 -0.037 -0.06
C 2.096664 -4.646512 -0.999710 -0.023 0.055 0.052 -0.03
C -3.580477 -4.663775 0.984708 -0.200 0.002 0.152 -0.54
C -4.602839 -4.486076 -0.149933 0.095 -0.008 0.064 -0.04
C -4.135310 -4.031935 2.270668 0.028 -0.040 -0.025 -0.03
C -3.393270 -6.164533 1.215926 0.066 0.143 -0.034 -0.06
C -1.624890 1.115852 -2.003300 -0.214 -0.305 0.302 -0.26
O -0.713118 1.805405 -1.408721 0.113 -0.388 0.092 -0.23
C -2.213951 1.508111 -3.242815 -0.104 0.052 -0.266 -0.07
C -3.297836 0.795536 -3.700310 0.088 -0.045 0.209 0.05
C -1.640044 2.662834 -4.062046 0.198 0.151 0.007 -0.52
C -2.226979 2.744956 -5.474841 -0.032 -0.034 0.139 -0.06
C -1.927368 3.991337 -3.347858 0.008 -0.141 0.036 -0.03
C -0.124857 2.449059 -4.225277 -0.063 -0.082 0.062 -0.04
H -6.943276 -1.718443 -2.791127 -0.054 -0.018 -0.019 0.09
H -5.661323 -1.644936 -1.578536 -0.008 -0.017 0.050 0.06
H -6.359917 -0.151144 -2.201784 -0.031 0.019 0.037 0.09
H -6.500850 -1.049922 -5.149408 -0.027 -0.017 0.006 0.09
H -5.988188 0.542489 -4.593487 0.004 0.054 -0.041 0.09
H -4.934027 -0.420217 -5.650734 -0.015 0.034 -0.066 0.09
H -5.470072 -3.105574 -4.359545 -0.038 -0.024 -0.004 0.09
H -3.836500 -2.545077 -4.743514 0.032 -0.039 -0.021 0.09
H -4.222515 -3.107607 -3.113273 0.032 -0.038 0.027 0.06
H -3.386362 -1.798915 -1.559373 -0.116 -0.012 -0.078 0.09
H -3.242834 -2.042455 0.383451 -0.077 -0.066 -0.027 0.11
H -1.008110 -5.651193 0.822395 0.037 -0.053 -0.006 0.09
H 2.048522 -4.084499 2.423045 0.011 -0.018 0.054 0.09
H 3.384116 -4.692858 1.428932 0.013 -0.029 0.054 0.09
H 2.734026 -3.081191 1.137955 -0.016 0.043 0.061 0.05
H 0.880227 -6.324174 1.762778 -0.030 -0.036 0.040 0.09
H 0.688578 -6.713300 0.037383 -0.042 -0.060 0.011 0.09
H 2.289599 -6.674356 0.765626 0.030 -0.006 0.002 0.09
H 2.268642 -3.613975 -1.294210 0.035 0.009 -0.045 0.08
H 3.051610 -5.172701 -1.016947 0.029 -0.040 -0.009 0.09
H 1.427927 -5.113458 -1.724801 0.015 -0.029 -0.051 0.09
H -4.875328 -3.439348 -0.283024 -0.003 0.032 -0.029 0.06
H -4.198583 -4.863432 -1.090118 -0.018 0.009 -0.056 0.09
H -5.512789 -5.041445 0.079457 -0.043 -0.010 0.009 0.09
H -4.240592 -2.952972 2.166570 -0.039 0.036 0.000 0.06
H -5.115073 -4.448416 2.505794 -0.038 -0.048 0.028 0.09
H -3.467337 -4.222434 3.111195 0.016 0.004 0.048 0.09
H -3.047480 -6.659684 0.307873 0.049 -0.078 -0.005 0.09
H -2.686959 -6.364348 2.021564 0.026 -0.046 0.028 0.09
H -4.349278 -6.607249 1.494749 -0.019 -0.011 0.004 0.09
H -3.777431 1.126103 -4.606767 0.002 0.008 -0.061 0.09
H -3.285514 3.006275 -5.463951 -0.061 -0.023 -0.032 0.08
H -1.705173 3.524639 -6.030547 0.020 0.044 0.013 0.09
H -2.096226 1.807916 -6.017357 -0.023 -0.033 -0.028 0.09
H -2.987415 4.236739 -3.428111 -0.036 0.023 0.033 0.09
H -1.672842 3.907514 -2.294463 0.025 0.063 0.036 0.05
H -1.349304 4.801323 -3.797094 0.007 0.046 -0.021 0.08
H 0.063292 1.552358 -4.819235 0.008 -0.006 -0.040 0.10
H 0.327592 3.304074 -4.729835 -0.024 0.012 -0.065 0.08
H 0.354352 2.320284 -3.260476 0.117 0.033 0.000 0.05
Cl 1.507711 -2.551816 8.011728 0.019 -0.147 0.194 0.64
C 1.417959 -1.528580 6.614285 -0.184 -0.313 -0.239 -0.69
C 1.843332 -0.197387 6.718188 0.052 0.317 -0.241 -0.13
C 1.810644 0.624917 5.629234 0.014 -0.114 0.365 -0.58
Cl 2.221678 2.281435 5.849474 0.207 0.268 -0.192 0.73
C 1.407415 0.174650 4.313081 0.095 0.299 -0.766 -0.40
O 1.557043 0.867868 3.274087 -0.209 -0.130 0.280 -0.12
C 0.819592 -1.140374 4.315746 -0.051 0.069 -0.276 -0.13
C 0.020191 -1.583989 3.230572 -0.036 -0.138 0.415 -0.19
O -0.346729 -0.970786 2.220389 0.322 0.149 -0.268 -0.15
C 0.883952 -1.980555 5.448899 0.002 -0.079 0.122 -0.08
H 2.178752 0.183941 7.671961 0.023 0.041 0.016 0.10
H -0.401708 -2.598876 3.369854 0.047 -0.041 -0.025 0.13
H 0.476146 -2.981886 5.387865 -0.018 -0.043 -0.003 0.11
Te 3.324694 0.107688 0.557013 3.001 -0.384 0.628 1.36
C 5.289095 -0.345573 -0.264323 -0.457 -0.103 -0.374 -0.46
C 5.503810 -0.250351 -1.632934 -0.293 -0.033 0.079 -0.16
C 6.787886 -0.332514 -2.153517 0.055 -0.017 0.022 -0.10
C 7.866884 -0.507228 -1.301869 0.029 -0.017 -0.060 -0.09
C 7.654741 -0.641476 0.063302 -0.011 0.014 -0.004 -0.08
C 6.370526 -0.572443 0.577820 -0.227 -0.060 0.180 -0.13
C 4.449453 1.657285 1.526013 -0.420 0.137 -0.026 -0.48
C 4.755933 2.830668 0.846360 -0.126 -0.011 -0.045 -0.13
C 5.581259 3.782720 1.424919 0.090 0.000 0.051 -0.08
C 6.125760 3.558035 2.680893 -0.019 0.063 -0.006 -0.09
C 5.817658 2.392999 3.363526 0.014 0.018 0.045 -0.08
C 4.980793 1.447648 2.788286 -0.194 -0.130 0.256 -0.15
H 4.653729 -0.082098 -2.280270 0.048 0.014 -0.079 0.08
H 6.946920 -0.235623 -3.219958 -0.013 -0.004 -0.025 0.10
H 8.872363 -0.536945 -1.699631 0.028 -0.030 -0.010 0.10
H 8.493817 -0.781186 0.732005 0.006 -0.040 0.019 0.10
H 6.201665 -0.667505 1.642557 0.099 0.014 0.018 0.09
H 4.353280 2.996342 -0.140431 -0.010 0.005 -0.047 0.06
H 5.803570 4.701311 0.896015 0.010 -0.019 -0.045 0.10
H 6.782383 4.292019 3.128095 -0.001 0.038 0.030 0.10
H 6.215740 2.227246 4.356385 0.010 -0.048 -0.005 0.11
H 4.736680 0.547647 3.338836 -0.064 0.000 0.005 0.10
C 0.482152 4.997182 4.288493 -0.023 0.091 -0.019 -0.13
C 1.285376 4.510257 3.265800 0.075 -0.026 0.020 -0.10
C 0.790278 3.593536 2.363674 -0.357 -0.094 0.035 -0.09
C -0.540719 3.153665 2.430680 0.116 0.287 0.467 -0.32
C -1.339429 3.645563 3.470493 -0.011 -0.210 -0.193 -0.02
C -0.823903 4.548051 4.386811 0.018 0.064 0.045 -0.09
N -1.032165 2.299671 1.440797 0.382 -0.375 -0.384 -0.18
C -2.408177 1.964145 1.426479 -0.191 0.034 -0.157 -0.33
C -3.331298 2.848091 0.864568 0.030 -0.105 -0.001 -0.03
C -4.666163 2.493520 0.758295 -0.021 0.148 -0.027 -0.08
C -5.104382 1.261520 1.220031 -0.066 -0.128 0.011 -0.09
C -4.200901 0.391835 1.811495 -0.095 0.065 -0.054 -0.08
C -2.862228 0.738497 1.911621 0.044 0.118 0.026 -0.03
H 0.870843 5.715329 4.997360 0.019 -0.008 0.032 0.10
H 2.313208 4.838181 3.171687 0.028 -0.035 0.032 0.11
H 1.433002 3.203193 1.586371 0.212 0.059 -0.059 0.06
H -2.366790 3.316053 3.554765 -0.006 -0.010 0.035 0.11
H -1.460607 4.901069 5.188180 -0.006 0.027 0.009 0.10
H -2.988671 3.812893 0.510760 0.009 0.017 -0.028 0.11
H -5.373434 3.187611 0.322187 0.008 0.000 -0.047 0.10
H -6.144966 0.981518 1.122772 -0.037 0.027 0.033 0.10
H -4.546751 -0.550023 2.220451 0.022 -0.041 -0.038 0.09
H -2.151761 0.064822 2.364051 0.008 -0.020 0.072 0.09
C 5.001815 2.521368 -3.544853 -0.074 0.163 -0.025 -0.10
C 4.050486 3.709008 -3.574393 0.155 -0.141 -0.063 -0.24
C 2.960175 3.616915 -2.561991 -0.475 0.483 0.135 -0.60
N 2.762833 2.683325 -1.708559 0.404 -0.197 -0.517 -0.01
N 1.696955 2.877718 -0.889623 -0.627 0.297 0.312 -0.12
C 1.047611 3.990459 -1.141301 0.510 0.466 -0.392 -0.70
N -0.014566 4.439717 -0.466605 -0.035 -0.088 0.064 0.13
S 1.775979 4.919273 -2.436434 0.033 -0.439 0.367 1.09
H 5.817834 2.683059 -4.247837 0.009 -0.009 -0.033 0.08
H 4.476695 1.611200 -3.825600 0.032 -0.087 0.064 0.07
H 5.424899 2.396430 -2.550485 -0.002 -0.106 0.016 0.07
H 3.585687 3.799368 -4.561090 0.068 0.075 0.007 0.11
H 4.610283 4.631087 -3.393267 -0.072 0.034 -0.054 0.11
H -0.513525 3.765742 0.119114 -0.055 0.088 -0.019 0.06
H -0.532649 5.210480 -0.847180 -0.006 0.011 0.057 0.10
```
Positions in Å, forces in eV/Å.


# 2
Formula: C21H40Cl3NO18
Source: the Open Molecules 2025 dataset
Level of theory: the ωB97M-V functional and the def2-TZVPD basis

- spin multiplicity = 1
- SMILES = COC(=O)OC.COC(=O)OC.COC(=O)OC.COC(=O)OC.COC(=O)OC.COC(=O)OC.ClC(Cl)Cl.CC#N
- DFT total energy (eV) = -98334.8267
- highest occupied orbital energy (eV) = -10.6
- maximum force (Eh/bohr) = 0.0715
- frontier orbital gap (eV) = 10.89

The geometry in XYZ format:
```
83
Properties=species:S:1:pos:R:3:forces:R:3:lowdin_charge:R:1
C -7.216329 14.710924 2.513853 1.765 -1.127 0.589 -0.04
O -7.896967 15.042585 3.732669 -0.375 -0.123 -0.032 -0.01
C -7.592805 14.406209 4.887007 0.533 -0.719 0.345 -0.52
O -6.617737 13.703763 5.146108 -2.117 1.511 -0.777 0.11
O -8.629740 14.707529 5.731931 0.822 0.154 -2.675 -0.01
C -8.644689 14.192943 7.000021 -0.201 -0.797 2.259 -0.09
H -7.528958 15.230558 1.608121 -0.621 0.414 0.762 0.09
H -7.242156 13.640157 2.311656 -0.538 -0.112 0.124 0.09
H -6.148546 14.872181 2.661931 0.069 0.395 -0.072 0.09
H -7.925293 13.392684 7.173694 0.489 0.475 -0.047 0.10
H -9.590682 13.721172 7.265769 -0.424 0.069 -0.677 0.09
H -8.587243 15.029064 7.696950 0.598 -0.142 0.203 0.10
C -3.008944 -5.303018 8.152212 0.518 1.106 -0.206 -0.05
O -3.826247 -5.350013 9.297842 -0.468 -0.375 1.730 -0.02
C -4.071535 -4.262300 10.059535 -0.283 2.318 -1.626 -0.56
O -3.875733 -3.091379 9.704163 -0.022 -2.528 1.012 0.09
O -4.695274 -4.657281 11.171184 -0.394 0.333 0.349 -0.01
C -5.112760 -3.664422 12.173352 1.023 -0.521 0.238 -0.01
H -2.911079 -6.316140 7.762218 -0.406 0.201 0.000 0.10
H -2.007144 -4.947600 8.393375 0.071 -0.003 0.209 0.09
H -3.419501 -4.572763 7.454883 -0.062 -0.332 -0.318 0.10
H -5.584217 -4.209839 12.990877 -0.227 -0.359 -0.497 0.09
H -5.776755 -2.863502 11.848184 0.254 -0.256 -0.557 0.10
H -4.205543 -3.279266 12.638867 0.002 0.428 -0.344 0.09
C 3.732338 10.078290 13.768473 0.309 0.376 -0.152 -0.04
O 2.905474 9.104907 13.097388 0.010 0.156 0.624 -0.01
C 1.555458 9.183269 13.109557 -0.434 1.936 1.076 -0.56
O 0.862412 10.089685 13.583587 1.538 -1.959 -1.034 0.10
O 1.132237 8.085456 12.500188 1.570 0.412 0.019 0.00
C -0.215012 7.918289 12.210815 -1.022 -0.300 -0.246 -0.06
H 3.516041 10.298094 14.813929 -0.859 -0.145 -0.173 0.09
H 3.788479 11.000180 13.189625 -0.377 0.040 0.074 0.09
H 4.757557 9.711043 13.814837 -0.207 -0.562 -0.440 0.09
H -0.700946 7.528160 13.105113 -0.353 0.026 -0.202 0.10
H -0.215966 7.192087 11.397966 -0.285 -0.099 0.203 0.10
H -0.702957 8.824891 11.852916 0.106 0.117 0.247 0.10
C -0.480372 3.595023 2.567105 0.985 0.107 -0.612 -0.05
O -0.880718 4.898269 2.988733 -0.597 0.441 1.254 -0.01
C -1.365996 5.078921 4.246488 0.424 -2.283 1.645 -0.53
O -1.474936 4.190044 5.110912 0.023 2.286 -2.347 0.08
O -1.605324 6.384209 4.417701 0.083 -1.003 -0.940 0.00
C -2.321951 6.860926 5.529370 -0.315 0.922 1.166 -0.06
H -1.317772 2.975854 2.245410 0.014 0.080 0.326 0.10
H 0.226909 3.077487 3.215190 -0.654 0.061 0.757 0.09
H 0.173153 3.804079 1.720170 -0.424 0.050 -0.385 0.09
H -3.362831 7.091151 5.302067 0.045 -0.104 -0.527 0.09
H -1.824733 7.797156 5.783033 -0.133 0.014 0.060 0.10
H -2.363065 6.262157 6.439255 0.538 -0.580 -0.386 0.09
C 4.331919 -4.206712 4.430414 0.142 -0.330 0.712 -0.01
O 2.937177 -3.852299 4.639400 0.446 -1.173 -1.841 0.01
C 2.611903 -3.076576 5.639702 1.544 0.762 1.402 -0.60
O 3.330197 -2.908093 6.612169 -1.398 0.270 -0.728 0.11
O 1.433293 -2.487077 5.362973 0.856 -0.990 -1.229 0.02
C 0.957107 -1.625507 6.312104 -1.236 1.567 2.815 -0.10
H 4.447562 -5.126124 3.856480 -0.891 0.234 -0.422 0.09
H 4.838511 -4.487420 5.353812 -0.210 0.648 0.292 0.09
H 4.852646 -3.398072 3.917548 -0.142 0.044 0.172 0.10
H -0.002621 -1.154337 6.099890 -0.088 -0.614 -1.007 0.10
H 1.561966 -0.753785 6.561770 0.756 -0.298 -0.308 0.10
H 0.771822 -2.145829 7.251802 0.210 -0.116 0.145 0.10
C -7.186935 7.474270 9.230110 -0.417 0.159 0.110 -0.02
O -6.153740 6.591565 9.613662 1.835 1.740 -0.230 0.02
C -6.345057 5.365419 9.967015 -3.329 -1.190 -1.016 -0.65
O -7.461904 4.870751 10.043735 0.942 -0.164 0.456 0.09
O -5.204384 4.746216 10.045347 1.595 1.047 0.754 0.03
C -5.210703 3.359614 10.096771 -0.937 -1.665 -0.324 -0.05
H -7.118471 8.323720 9.909699 -0.311 -0.023 -0.052 0.10
H -8.164324 6.992387 9.254583 0.109 0.032 0.169 0.09
H -6.979633 7.823402 8.218554 0.073 -0.113 0.024 0.10
H -5.352249 3.020404 9.070610 0.345 -0.360 -0.034 0.10
H -6.079274 2.980529 10.635264 0.092 0.102 0.250 0.09
H -4.295162 2.962033 10.534727 -0.018 0.414 -0.146 0.10
Cl -7.722219 4.521088 5.101696 -0.145 -0.249 0.234 0.50
C -8.996554 3.404986 5.622657 -0.504 0.014 -0.762 -1.49
Cl -9.395902 2.268804 4.284611 0.193 0.333 0.489 0.48
Cl -10.477490 4.330731 6.044661 0.702 -0.477 0.102 0.48
H -8.637985 2.792693 6.450070 -0.235 0.392 -0.015 0.02
C -11.406232 1.912151 12.248917 0.040 0.372 0.329 -0.08
C -10.529703 1.040301 11.484008 1.039 -1.328 -1.325 -0.28
N -9.855205 0.314287 10.872973 -1.125 1.306 1.104 0.12
H -12.434290 1.549910 12.248484 0.139 -0.123 0.037 0.08
H -11.410155 2.934070 11.869753 0.117 -0.117 -0.232 0.08
H -11.022327 1.970282 13.267420 -0.181 -0.103 0.072 0.08
```
Positions in Å, forces in eV/Å.